1.
Here is a 11-piece molecular cluster, C44H102O18 overall at a distorted geometry from OMol25. Energies are from the ωB97M-V functional and the def2-TZVPD basis.

As for the SMILES: C1CCOC1.C1CCOC1.C1CCOC1.C1CCOC1.COCCOC.COCCOC.COCCOC.COCCOC.COCCOC.COCCOC.COCCOC. The calculation puts the energy at -84121.4596 eV.

```
164
C44H102O18 (the ωB97M-V functional and the def2-TZVPD basis)
C 29.739 6.127 -2.382
O 29.746 5.402 -3.623
C 28.780 5.755 -4.646
C 27.339 5.371 -4.422
O 27.237 4.122 -3.784
C 25.970 3.500 -3.842
H 29.952 7.195 -2.357
H 30.282 5.636 -1.575
H 28.700 6.005 -2.075
H 29.051 5.078 -5.457
H 28.907 6.801 -4.922
H 26.811 5.461 -5.371
H 26.845 6.089 -3.767
H 26.024 2.475 -3.476
H 25.653 3.405 -4.881
H 25.248 4.096 -3.284
C 26.948 -4.754 -0.882
O 26.265 -5.977 -1.191
C 26.731 -6.593 -2.408
C 26.106 -6.009 -3.694
O 26.672 -4.794 -4.158
C 26.280 -4.297 -5.415
H 26.657 -4.487 0.134
H 26.890 -3.922 -1.583
H 28.010 -4.983 -0.791
H 26.504 -7.659 -2.365
H 27.817 -6.685 -2.446
H 25.051 -5.782 -3.540
H 26.201 -6.757 -4.481
H 25.215 -4.193 -5.623
H 26.624 -5.047 -6.128
H 26.776 -3.369 -5.699
C 14.935 2.141 -13.628
O 15.181 2.574 -12.356
C 14.386 2.019 -11.287
C 14.855 0.533 -10.905
O 16.100 0.456 -10.218
C 15.996 0.556 -8.825
H 15.419 1.180 -13.799
H 15.368 2.808 -14.374
H 13.860 2.048 -13.786
H 13.359 2.097 -11.643
H 14.562 2.622 -10.397
H 14.878 0.037 -11.875
H 14.055 -0.007 -10.399
H 16.948 0.567 -8.293
H 15.459 -0.313 -8.446
H 15.357 1.380 -8.509
C 31.089 2.018 -20.984
O 31.582 2.740 -22.069
C 32.927 3.302 -21.832
C 33.607 3.824 -23.117
O 33.587 2.767 -24.074
C 34.199 3.112 -25.256
H 31.049 2.621 -20.077
H 31.746 1.170 -20.794
H 30.113 1.573 -21.178
H 33.584 2.561 -21.376
H 32.809 4.188 -21.208
H 34.602 4.164 -22.831
H 32.990 4.614 -23.544
H 35.284 3.219 -25.218
H 33.845 4.046 -25.693
H 34.093 2.293 -25.968
C 17.602 16.603 -14.441
O 17.966 15.314 -14.835
C 17.937 14.317 -13.814
C 17.640 12.924 -14.256
O 16.285 12.650 -14.704
C 16.195 11.269 -15.046
H 16.606 16.712 -14.012
H 17.645 17.275 -15.298
H 18.406 16.910 -13.773
H 17.251 14.470 -12.981
H 18.978 14.311 -13.491
H 17.885 12.207 -13.473
H 18.332 12.687 -15.064
H 16.318 10.712 -14.117
H 17.050 10.985 -15.659
H 15.205 11.037 -15.438
C 22.224 10.998 -9.723
O 20.925 10.890 -9.119
C 20.768 11.663 -7.975
C 19.417 11.400 -7.348
O 19.077 10.029 -6.945
C 18.489 9.241 -7.966
H 22.139 10.643 -10.750
H 22.920 10.329 -9.216
H 22.668 11.993 -9.704
H 21.055 12.696 -8.170
H 21.546 11.352 -7.278
H 18.557 11.804 -7.881
H 19.377 12.013 -6.447
H 19.243 9.049 -8.729
H 17.657 9.653 -8.538
H 18.238 8.276 -7.526
C 24.156 -12.785 -10.514
O 24.716 -11.638 -11.130
C 25.211 -10.631 -10.206
C 26.049 -9.622 -11.024
O 25.214 -8.639 -11.606
C 25.844 -7.622 -12.364
H 24.764 -13.388 -9.840
H 23.762 -13.393 -11.329
H 23.310 -12.585 -9.856
H 25.906 -11.067 -9.488
H 24.391 -10.188 -9.641
H 26.517 -10.203 -11.818
H 26.796 -9.185 -10.362
H 26.381 -8.034 -13.218
H 26.488 -7.020 -11.724
H 25.105 -6.938 -12.780
C 28.275 9.493 -18.592
C 27.227 9.307 -17.550
C 28.104 9.093 -16.298
O 29.282 9.897 -16.524
C 29.418 10.247 -17.896
H 27.944 10.039 -19.475
H 28.705 8.538 -18.895
H 26.647 8.395 -17.691
H 26.583 10.178 -17.429
H 28.473 8.072 -16.394
H 27.563 9.238 -15.363
H 30.404 9.953 -18.257
H 29.320 11.328 -18.000
C 33.472 1.997 -12.078
C 33.871 3.083 -13.075
C 33.237 4.322 -12.366
O 32.176 3.871 -11.606
C 32.626 2.645 -11.047
H 34.387 1.565 -11.672
H 32.855 1.331 -12.681
H 33.661 2.932 -14.134
H 34.925 3.351 -13.150
H 33.027 5.142 -13.053
H 33.951 4.685 -11.626
H 31.820 1.978 -10.739
H 33.160 2.835 -10.117
C 23.206 2.494 -12.257
C 21.879 3.209 -12.044
C 21.977 4.314 -13.095
O 23.350 4.620 -13.137
C 24.190 3.639 -12.456
H 23.199 1.946 -13.199
H 23.409 1.839 -11.411
H 21.858 3.616 -11.033
H 21.021 2.578 -12.276
H 21.521 5.247 -12.762
H 21.691 3.987 -14.095
H 24.607 4.082 -11.551
H 25.079 3.380 -13.031
C 19.749 4.235 -24.159
C 20.919 4.542 -23.268
C 20.522 3.945 -21.910
O 19.142 4.104 -21.919
C 18.633 3.935 -23.220
H 19.923 3.266 -24.628
H 19.600 5.059 -24.857
H 21.106 5.602 -23.097
H 21.824 4.077 -23.659
H 20.975 4.227 -20.960
H 20.683 2.871 -21.811
H 17.742 4.500 -23.494
H 18.322 2.897 -23.343
```

***

2.
Here is C44H114CdN7O17 as an isolated structure at a distorted geometry from OMol25. Energies are from the ωB97M-V functional and the def2-TZVPD basis.

The net charge is +1. The calculation puts the energy at -97252.1432 eV.

```
183
C44H114CdN7O17 (the ωB97M-V functional and the def2-TZVPD basis)
Cd 3.651 -2.358 7.077
C 3.266 -0.916 0.344
C 2.973 -0.481 1.803
O 3.116 -1.468 2.736
H 2.595 -1.741 0.103
H 4.301 -1.254 0.394
H 3.182 -0.098 -0.371
H 1.944 -0.122 1.820
H 3.658 0.348 1.981
O 8.165 -1.035 3.131
H 7.374 -1.070 2.593
H 7.841 -1.014 4.032
O -1.249 -4.249 3.944
H -0.323 -4.146 3.725
H -1.649 -4.586 3.142
C -6.699 -8.891 1.703
O -5.900 -8.162 0.795
C -4.601 -7.865 1.355
C -3.853 -6.944 0.374
N -4.169 -5.546 0.630
C -3.743 -4.549 -0.385
C -3.899 -3.093 -0.076
O -5.285 -2.813 -0.173
C -5.495 -1.436 -0.219
H -6.268 -9.882 1.845
H -7.737 -9.016 1.395
H -6.788 -8.416 2.680
H -3.974 -8.754 1.413
H -4.622 -7.388 2.335
H -4.197 -7.198 -0.629
H -2.765 -7.001 0.360
H -5.174 -5.498 0.723
H -4.230 -4.678 -1.351
H -2.662 -4.656 -0.474
H -3.266 -2.490 -0.726
H -3.671 -2.777 0.942
H -6.530 -1.097 -0.259
H -4.975 -0.997 -1.071
H -5.026 -0.974 0.650
C 6.881 -7.548 1.798
O 5.695 -8.407 1.680
C 4.514 -7.713 1.400
C 3.291 -8.483 1.965
N 3.426 -8.983 3.344
C 2.217 -9.529 3.934
C 2.484 -10.637 4.875
O 3.448 -11.455 4.254
C 3.915 -12.500 5.141
H 7.828 -8.080 1.703
H 6.922 -6.956 2.712
H 6.994 -6.766 1.047
H 4.454 -7.472 0.338
H 4.498 -6.798 1.992
H 3.017 -9.319 1.320
H 2.509 -7.725 1.923
H 3.975 -9.828 3.267
H 1.537 -9.844 3.142
H 1.627 -8.738 4.398
H 1.622 -11.293 5.000
H 2.830 -10.222 5.821
H 3.124 -13.241 5.253
H 4.272 -12.082 6.083
H 4.740 -13.091 4.743
C -1.702 5.961 -1.983
O -2.921 6.713 -2.080
C -3.464 6.720 -3.410
C -4.916 7.200 -3.375
N -4.932 8.611 -2.856
C -6.239 9.215 -2.753
C -6.160 10.327 -1.649
O -5.870 9.793 -0.326
C -5.842 10.796 0.691
H -1.072 6.149 -1.114
H -1.046 6.043 -2.850
H -1.985 4.909 -1.971
H -3.485 5.741 -3.888
H -2.837 7.354 -4.038
H -5.543 6.487 -2.840
H -5.094 7.134 -4.448
H -4.452 8.789 -1.985
H -6.975 8.466 -2.460
H -6.604 9.774 -3.614
H -7.103 10.874 -1.643
H -5.344 11.013 -1.879
H -5.022 11.495 0.529
H -5.712 10.335 1.670
H -6.721 11.440 0.687
C -2.133 -11.326 -4.222
O -1.391 -10.282 -4.758
C -0.094 -10.112 -4.193
C 0.701 -9.066 -4.876
N 0.134 -7.785 -4.464
C 0.701 -6.690 -5.275
C 0.038 -6.583 -6.698
O -1.375 -6.745 -6.572
C -1.927 -6.240 -7.727
H -2.421 -11.055 -3.206
H -1.709 -12.327 -4.294
H -3.031 -11.378 -4.837
H 0.460 -11.022 -4.426
H -0.014 -10.065 -3.107
H 0.620 -9.218 -5.953
H 1.746 -9.002 -4.574
H -0.789 -7.915 -4.851
H 1.785 -6.792 -5.319
H 0.479 -5.839 -4.631
H 0.481 -7.242 -7.446
H 0.262 -5.559 -6.998
H -1.542 -6.758 -8.605
H -1.827 -5.160 -7.834
H -2.991 -6.477 -7.698
C 1.830 2.483 -6.924
O 1.436 3.721 -7.462
C 2.563 4.354 -8.120
C 2.185 5.799 -8.297
N 1.207 5.975 -9.375
C 0.750 7.335 -9.517
C -0.517 7.333 -10.367
O -1.596 6.759 -9.624
C -2.785 6.771 -10.264
H 2.551 2.559 -6.111
H 2.178 1.693 -7.589
H 0.907 2.094 -6.494
H 2.816 3.795 -9.021
H 3.354 4.404 -7.371
H 3.065 6.407 -8.508
H 1.882 6.134 -7.304
H 0.464 5.341 -9.117
H 1.500 7.845 -10.122
H 0.510 7.864 -8.595
H -0.302 6.862 -11.326
H -0.824 8.372 -10.490
H -3.142 7.789 -10.418
H -3.550 6.261 -9.678
H -2.769 6.297 -11.246
C -4.002 4.784 4.932
O -3.836 3.904 6.111
C -2.909 2.807 6.001
C -3.185 1.715 7.058
N -3.038 2.325 8.419
C -3.292 1.317 9.458
C -4.773 0.960 9.547
O -5.570 1.963 10.120
C -5.544 2.034 11.549
H -3.143 5.455 4.910
H -4.901 5.395 5.020
H -4.036 4.281 3.966
H -1.877 3.147 6.078
H -3.032 2.362 5.013
H -2.463 0.908 6.937
H -4.188 1.377 6.800
H -3.773 3.014 8.501
H -2.928 1.742 10.394
H -2.606 0.476 9.357
H -4.864 0.008 10.071
H -5.227 0.743 8.580
H -5.851 1.120 12.058
H -6.285 2.781 11.835
H -4.571 2.222 12.003
C 9.112 10.235 5.650
O 7.857 9.568 5.601
C 7.155 9.879 4.439
C 6.103 8.797 4.189
N 6.628 7.470 3.820
C 6.946 7.572 2.398
C 7.073 6.188 1.755
O 7.408 6.199 0.355
C 7.507 4.842 -0.147
H 9.778 9.842 4.882
H 9.576 10.103 6.627
H 9.006 11.311 5.513
H 7.816 10.098 3.600
H 6.632 10.834 4.479
H 5.342 9.134 3.485
H 5.589 8.707 5.146
H 7.564 7.421 4.196
H 7.926 8.018 2.229
H 6.304 8.252 1.837
H 6.113 5.695 1.911
H 7.889 5.692 2.281
H 6.632 4.228 0.063
H 8.343 4.282 0.273
H 7.622 4.872 -1.230
```

***

no.,HOMO-LUMO gap (hartree)
1,0.3629
2,0.0358